39
Properties=species:S:1:pos:R:3:mulliken_charge:R:1 method="wB97M-V/def2-TZVPD" gap_ha=0.3853 homo_energy_ev=-10.52 fmax_ev_per_a=5.425
O -0.8448 -2.0752 2.5868 -0.62
H -1.0956 -2.8685 1.9983 0.29
H -0.1515 -2.6164 3.0446 0.30
O -1.0539 3.3474 2.2010 -0.60
H -0.8109 2.5554 1.7881 0.22
H -1.4852 2.8281 2.9726 0.38
O 1.8920 1.4768 3.7244 -0.57
H 2.7333 1.8685 3.1694 0.38
H 1.4067 1.7822 2.9813 0.29
O -2.1056 -0.2529 -3.0966 -0.54
H -2.3266 -1.0372 -3.4544 0.24
H -2.6717 -0.1334 -2.2983 0.27
O -0.7921 -0.7384 -0.1507 0.29
H -0.1209 -0.0675 -0.1397 -0.08
H -1.6230 -0.2461 -0.1107 0.11
O -1.9789 0.2963 2.0174 -0.60
H -2.6155 -0.2472 2.3355 0.25
H -1.1834 -0.0187 2.4178 0.29
O 1.8657 1.7546 -2.6925 -0.63
H 1.7718 0.8457 -2.5483 0.30
H 1.1122 2.3490 -2.8364 0.31
O 1.1352 2.4030 0.7293 -0.69
H 1.9082 2.5674 1.4005 0.14
H 1.1352 1.5395 0.4350 0.36
O 0.3678 -0.5411 -3.2319 -0.63
H 0.2602 0.4180 -3.5644 0.34
H 1.2839 -0.7149 -3.7124 0.30
O 1.5454 -3.0231 0.3095 -0.68
H 1.5536 -3.7226 -0.3527 0.29
H 0.6573 -2.6256 0.3556 0.36
O -0.7187 2.2470 -1.2165 -0.56
H 0.0291 2.4935 -0.6135 0.43
H -1.4536 2.3669 -0.7270 0.21
O -1.4146 -3.1807 -0.4083 -0.65
H -1.1512 -2.4779 -0.9873 0.22
H -2.0738 -3.9117 -0.6532 0.28
O 1.9958 -0.7075 -0.5330 -0.43
H 2.4802 -1.0725 0.1751 0.25
H 2.5380 -0.8603 -1.3143 0.20